1.
This record from the Open Molecules 2025 dataset describes an isolated molecule of C20H35N3O5S. The level of theory is ωB97M-V with the def2-TZVPD basis set.

Each line ends with the Mulliken charge.
Element x y z (Å)
1 H 6.13 -5.20 1.15  0.27
2 H 3.72 -1.19 0.02  0.34
3 O 5.96 -5.40 -1.35  -0.67
4 H 1.06 -1.00 0.66  0.45
5 H -5.88 4.03 1.55  0.39
6 C -1.70 0.83 -2.19  -1.60
7 H 3.98 -1.88 -1.60  0.37
8 H 1.56 -3.22 -2.33  0.36
9 H -5.35 2.05 3.00  0.41
10 H 6.25 -6.84 1.55  0.27
11 H -4.29 2.29 0.71  0.54
12 C -3.94 3.59 2.40  2.18
13 N 3.39 -4.29 -0.67  -0.06
14 O -0.20 -0.21 -0.71  -0.41
15 C -2.75 4.33 3.02  -1.22
16 C 1.42 -2.76 -1.35  -1.16
17 C -2.70 3.66 0.16  1.67
18 H -1.12 5.65 2.52  0.40
19 H -2.58 1.10 -0.30  0.32
20 H 0.27 1.51 -1.73  0.32
21 H -4.85 3.13 4.31  0.46
22 H -2.61 6.02 1.67  0.35
23 C 1.13 -0.47 -0.29  -1.26
24 C 2.94 -5.51 -0.29  0.57
25 H -1.79 1.39 -3.12  0.36
26 C 3.79 -6.71 -0.70  -0.76
27 C 1.88 -0.54 -2.65  -1.38
28 H -4.71 5.31 1.28  0.37
29 O 1.91 -5.69 0.32  -0.63
30 C -5.05 4.56 2.00  -1.85
31 O 6.13 -7.83 -0.75  -0.64
32 H -2.76 2.01 1.55  0.69
33 C 2.60 -3.10 -0.41  0.07
34 O -1.68 3.57 -2.00  -0.70
35 C 0.45 -0.19 -3.04  -0.69
36 C 3.26 -1.77 -0.78  -1.63
37 H -3.11 4.94 3.86  0.43
38 H -5.42 5.09 2.88  0.45
39 C 1.89 -1.29 -1.33  2.05
40 H -3.37 4.43 -0.23  0.14
41 N -2.33 1.59 -1.14  0.02
42 H 3.63 -6.94 -1.76  0.34
43 C -0.24 0.55 -1.91  0.64
44 H 2.27 -3.13 0.63  0.36
45 N 5.76 -6.13 1.03  -0.51
46 H 4.23 -4.23 -1.22  0.30
47 C -1.52 4.37 0.83  -0.98
48 H 0.42 -2.98 -0.99  0.26
49 H -2.23 -0.12 -2.30  0.46
50 H 1.66 0.48 -0.11  0.41
51 C -1.98 5.19 2.02  -0.65
52 H 0.44 0.43 -3.94  0.41
53 H -0.80 3.61 1.17  0.32
54 H -2.06 3.59 3.45  0.36
55 H -1.01 4.99 0.09  0.38
56 C -3.44 2.80 1.17  -2.16
57 H 2.36 -1.14 -3.42  0.45
58 H 3.50 -7.55 -0.09  0.33
59 H 2.47 0.38 -2.54  0.38
60 C -4.50 2.60 3.42  -2.12
61 S 5.55 -6.53 -0.55  1.16
62 H -0.11 -1.10 -3.26  0.30
63 C -2.19 2.94 -1.09  -0.43
64 H -3.74 1.88 3.73  0.40

The calculation puts the electronic energy at -1721.8002 Eh. The HOMO energy is -9.4 eV. For the LUMO energy, the calculation gives 0.46 eV. Its structure (SMILES) is CC1(C)CCC[C@@H](C(=O)NC[C@@H]2CC[C@]3(CO2)C[C@H](NC(=O)CS(N)(=O)=O)C3)C1. As for the energy above the lowest of the compared OMol25 structures with the same formula, charge and spin: 1.5 kJ/mol. As for the orbital gap: 9.84 eV.

=====

2.
This record from the Open Molecules 2025 dataset describes a cluster of 7 separate species, C20H36Br8O8S2 in total at a distorted geometry. The level of theory is ωB97M-V with the def2-TZVPD basis set.

Each line ends with the Mulliken charge.
Element x y z (Å)
1 C 3.93 -0.30 2.95  -0.75
2 C -6.08 2.88 -2.31  -0.66
3 H -3.85 0.12 -4.60  0.38
4 C 3.78 -3.94 -1.95  -0.55
5 H 0.05 0.00 -1.16  -0.22
6 C 1.18 -5.54 -6.17  -0.44
7 O 1.76 3.00 1.41  -0.56
8 H 5.33 3.09 4.89  0.31
9 C 0.57 -4.12 -6.00  -0.54
10 C -3.37 3.19 4.67  -0.30
11 H -5.39 2.91 -3.15  0.30
12 S 1.09 2.36 0.30  1.11
13 H 3.73 -3.42 -2.90  0.42
14 H -0.49 -4.33 -6.15  0.26
15 C 3.33 2.37 4.82  -0.01
16 H -3.80 4.05 5.16  0.31
17 C -2.45 2.30 5.44  0.07
18 H -1.02 2.28 1.92  0.32
19 Br 2.27 -5.21 -1.79  -0.16
20 H -4.72 3.55 3.18  0.35
21 H 1.15 -6.00 -5.18  0.28
22 H 2.19 -5.56 -6.56  0.35
23 O -4.61 1.16 2.05  -0.75
24 H 3.89 -1.32 2.58  0.32
25 Br 0.08 -6.64 -7.34  -0.17
26 H 1.75 0.24 -1.69  0.32
27 H 5.01 -0.11 2.98  0.37
28 C -2.31 0.98 4.76  -0.44
29 C -0.80 2.27 0.85  -0.87
30 Br 0.78 -3.28 -4.24  -0.05
31 O -1.84 2.68 6.44  -0.75
32 O 1.36 0.73 0.28  -0.14
33 H 2.27 2.40 5.08  0.44
34 Br -2.53 -2.10 -6.37  -0.23
35 H -6.12 1.87 -1.91  0.37
36 O 3.76 -1.52 5.29  -0.64
37 O 3.72 1.01 5.29  -0.29
38 H 1.43 -2.15 -1.58  -0.14
39 H -5.66 4.97 -1.64  0.39
40 H -6.59 3.87 -0.57  0.33
41 H -1.69 0.18 5.14  0.34
42 Br -4.15 3.33 -0.35  -0.06
43 H -1.39 3.09 0.44  0.29
44 C 5.12 -4.75 -2.01  -0.64
45 Br -7.78 3.11 -3.13  -0.17
46 H 0.35 -2.04 -0.31  0.36
47 H -2.78 -0.29 3.04  0.41
48 C 1.30 -1.62 -0.64  -0.67
49 H 4.99 -5.37 -1.13  0.43
50 Br 6.55 -3.38 -1.82  -0.18
51 H -1.26 -1.57 -4.19  -0.02
52 O 1.02 2.95 -1.04  -0.64
53 H 3.24 2.49 3.74  0.12
54 Br -2.46 0.69 -2.56  -0.07
55 C -5.77 3.94 -1.29  -0.48
56 C -3.86 1.54 2.94  0.44
57 C -4.00 2.82 3.52  -0.17
58 S 3.16 -0.36 4.60  1.09
59 H 4.16 4.41 4.87  0.38
60 H 4.35 3.47 6.36  0.30
61 C 1.10 -0.12 -0.90  0.21
62 H -1.35 -0.24 -5.19  0.41
63 H 5.26 -5.30 -2.95  0.40
64 C -3.18 -0.49 -3.99  -0.64
65 H 0.80 -3.32 -6.70  0.42
66 H 3.73 -3.34 -1.04  0.30
67 C -2.92 0.66 3.53  -0.47
68 H 3.50 0.53 2.38  0.10
69 C 4.37 3.42 5.27  -1.23
70 H 2.12 -1.88 0.03  0.22
71 O 1.73 -0.43 4.34  -0.51
72 H -3.89 -1.20 -3.59  0.43
73 C -1.99 -1.02 -4.78  -0.27
74 H -1.16 1.35 0.38  0.24

The total charge is -1. Its expectation value of S² is 0.770. The calculation puts the electronic energy at -22773.9861 Eh. The HOMO energy (alpha / beta) is -2.6 / -5.1 eV. For the LUMO energy (alpha / beta), the calculation gives 1.44 / 1.44 eV. As for the spin multiplicity: 2. As for the orbital gap (alpha / beta): 4.05 / 6.52 eV.

=====

3.
This record from the Open Molecules 2025 dataset describes a structure of composition C20H36Cl2F4N2O23PdS4 at a distorted geometry. The level of theory is ωB97M-V with the def2-TZVPD basis set.

Each line ends with the Mulliken charge.
Element x y z (Å)
1 O 3.51 -1.34 1.78  -0.40
2 H -0.97 -1.79 5.09  0.32
3 O 2.72 0.18 0.38  0.07
4 H -0.78 -2.54 -4.62  -0.05
5 O -3.57 1.93 6.89  -0.52
6 H -1.44 -0.33 -4.92  -0.07
7 O -0.39 1.47 7.81  -0.54
8 S 2.94 0.23 -4.21  0.88
9 C -2.43 -2.13 -7.13  0.57
10 O 2.58 -2.08 0.02  -0.45
11 H -0.35 3.54 6.22  0.30
12 C -3.57 4.10 4.25  -0.50
13 C -1.55 -4.26 0.54  -1.60
14 O -2.24 -0.87 -6.67  -0.43
15 H 2.08 -1.05 -1.76  -0.90
16 H 1.56 -6.94 -3.79  0.33
17 O 0.01 -5.14 -0.97  -0.27
18 O 0.61 -4.64 -3.10  -0.51
19 O -1.62 -2.97 -6.46  -0.38
20 C 0.70 -5.28 -2.08  0.87
21 C 0.43 3.04 5.64  -0.40
22 C -3.95 2.76 3.63  0.18
23 Pd 1.99 1.48 -1.14  0.99
24 H 5.25 1.08 3.31  0.40
25 H -3.13 2.30 3.08  -0.02
26 H 2.94 0.39 2.83  0.00
27 H 2.98 -5.93 -3.45  0.27
28 H -2.39 -3.58 0.70  0.40
29 H -2.05 -5.21 0.72  0.43
30 Cl -5.36 5.44 -3.22  -0.21
31 H -0.45 3.35 3.73  0.03
32 H 1.33 3.23 6.23  0.38
33 C -0.71 -2.24 -5.66  0.11
34 O 5.47 1.91 -3.70  -0.52
35 H 4.97 0.96 1.49  0.20
36 F 4.85 1.69 -1.39  -0.29
37 H 0.31 -2.37 -6.02  0.21
38 H -2.82 4.68 3.74  0.33
39 H 0.84 -2.04 -1.17  -0.80
40 H -0.73 -4.11 1.23  0.30
41 H 2.84 -7.61 -2.80  0.23
42 H -0.12 -0.41 4.35  0.03
43 O -4.28 1.94 4.75  -0.35
44 H -0.28 -0.17 -6.36  0.25
45 S -0.57 0.73 0.75  0.73
46 C 2.91 -1.01 0.67  0.92
47 O -3.24 -2.39 -7.95  -0.52
48 N 3.08 0.98 -2.82  -0.26
49 N -0.01 1.14 -0.68  0.07
50 F 0.64 1.34 1.65  -0.26
51 O -0.42 -0.27 6.42  -0.38
52 H -4.21 3.54 -3.79  0.27
53 H 1.16 2.99 3.55  0.07
54 C 5.03 0.45 2.46  -1.18
55 H -4.84 2.95 3.04  0.30
56 H -3.11 4.83 -4.00  0.37
57 H -4.50 4.65 4.44  0.33
58 H -1.76 -0.26 4.85  0.18
59 H -2.71 3.33 -2.11  -0.23
60 O -1.68 1.45 1.24  -0.53
61 S -1.34 0.41 -1.58  0.98
62 C -0.81 -0.72 5.14  -0.28
63 C -3.87 4.45 -3.32  -0.46
64 O 3.11 1.03 -5.35  -0.55
65 H 0.72 4.62 4.18  0.43
66 C -3.67 2.47 5.84  0.68
67 H -1.84 -4.48 -1.63  0.41
68 C 1.93 -1.99 -1.24  1.63
69 C -3.23 4.27 -1.95  0.09
70 C 0.51 3.56 4.22  -0.69
71 Cl -2.03 5.54 -1.58  -0.22
72 H 2.23 -2.84 -1.85  0.37
73 O -0.38 -0.62 1.17  -0.48
74 O -3.14 3.68 5.56  -0.36
75 O 1.53 -6.31 -1.91  -0.38
76 H 3.91 -0.80 3.74  0.41
77 C -0.38 1.04 6.70  0.59
78 F -0.87 1.22 -2.87  -0.31
79 O -2.66 0.91 -1.47  -0.53
80 F 1.34 0.09 -4.03  -0.10
81 H 5.89 -0.19 2.24  0.35
82 O -0.04 1.70 5.57  -0.04
83 S 4.81 1.01 -2.85  0.95
84 C -1.08 -4.21 -0.90  0.66
85 O -1.11 -0.91 -2.03  -0.44
86 C 2.32 -6.69 -3.04  -0.67
87 C 3.76 -0.33 2.77  0.04
88 O 5.39 -0.25 -2.59  -0.53
89 H -0.75 -3.21 -1.15  -0.40
90 H -3.99 4.29 -1.18  0.36
91 O 3.30 -1.14 -4.28  -0.54
92 C -1.06 -0.73 -5.85  0.25

Its expectation value of S² is 2.005. The calculation puts the electronic energy at -5664.0030 Eh. The HOMO energy (alpha / beta) is -10.8 / -10.8 eV. For the LUMO energy (alpha / beta), the calculation gives -2.57 / -5.41 eV. As for the spin multiplicity: 3. As for the energy above the lowest of the compared OMol25 structures with the same formula, charge and spin: 0.0 kJ/mol. As for the orbital gap (alpha / beta): 8.27 / 5.44 eV.